# 1
ORCA calculation (ωB97M-V/def2-TZVPD) on an isolated molecule of C22H25N3O2S in a non-equilibrium geometry.

Properties
HOMO in eV: -8.26
Total charge: 0
SMILES string: CCC1=Nc2cc(C(=O)NCCN3CCOCC3)ccc2Sc2ccccc21
Kohn-Sham gap in eV: 8.59
E in eV: -42620.27221
Lowest unoccupied orbital energy in eV: 0.33
Energy relative to the best compared isomer or geometry (same formula, charge and spin) in kcal per mole: 15.7

Element x y z (Å)
C: -4.963 -0.694 -2.499
H: -5.340 -1.154 -1.587
H: -5.452 -1.160 -3.351
H: -5.222 0.362 -2.485
C: -3.447 -0.866 -2.605
C: -2.761 -0.192 -1.455
N: -1.925 0.723 -1.715
C: -1.269 1.530 -0.824
C: 0.093 1.769 -1.028
C: 0.787 2.661 -0.231
C: 0.118 3.382 0.754
C: -1.233 3.170 0.959
C: -1.917 2.238 0.197
S: -3.654 1.974 0.511
C: -3.524 0.230 0.884
C: -3.880 -0.214 2.148
C: -3.801 -1.560 2.454
C: -3.359 -2.460 1.499
C: -3.018 -2.019 0.234
C: -3.104 -0.669 -0.097
H: -2.672 -2.724 -0.507
H: -3.286 -3.511 1.737
H: -4.083 -1.905 3.438
H: -4.221 0.503 2.879
H: -1.768 3.721 1.718
H: 0.649 4.113 1.345
C: 2.248 2.876 -0.487
O: 2.666 3.380 -1.510
N: 3.083 2.488 0.509
H: 4.065 2.547 0.274
C: 2.749 1.610 1.604
H: 1.820 1.946 2.071
H: 3.557 1.671 2.335
C: 2.579 0.144 1.159
N: 3.809 -0.343 0.555
C: 4.282 -1.623 1.057
C: 3.482 -2.801 0.487
H: 3.913 -3.754 0.799
O: 3.517 -2.799 -0.924
C: 3.018 -1.585 -1.445
C: 3.799 -0.381 -0.901
H: 3.379 0.545 -1.294
H: 4.839 -0.459 -1.230
H: 3.121 -1.654 -2.529
H: 1.949 -1.488 -1.194
H: 2.437 -2.746 0.834
H: 4.238 -1.625 2.148
H: 5.327 -1.726 0.749
H: 1.726 0.088 0.471
H: 2.333 -0.446 2.045
H: 0.595 1.237 -1.822
H: -3.079 -0.423 -3.531
H: -3.203 -1.930 -2.605

Results of the Löwdin charge analysis, in e, for atoms 1 through 4: -0.08, 0.07, 0.07, 0.08

# 2
ORCA calculation (ωB97M-V/def2-TZVPD) on an isolated molecule of C22H25N3O2S in a non-equilibrium geometry.

Properties
HOMO in eV: -7.84
Total charge: 0
SMILES string: CCC1=Nc2cc(C(=O)NCCN3CCOCC3)ccc2Sc2ccccc21
Kohn-Sham gap in eV: 7.91
E in eV: -42600.60992
Lowest unoccupied orbital energy in eV: 0.07
Energy relative to the best compared isomer or geometry (same formula, charge and spin) in kcal per mole: 469.1

Element x y z (Å)
C: -4.732 -3.546 -0.921
H: -5.443 -3.433 -0.299
H: -3.738 -3.807 -0.508
H: -5.019 -4.340 -1.752
C: -4.466 -2.421 -1.897
C: -4.034 -1.191 -0.859
N: -3.015 -0.654 -1.150
C: -2.441 0.685 -0.987
C: -1.099 0.802 -0.738
C: -0.435 1.953 -0.338
C: -1.333 3.335 -0.222
C: -2.737 3.142 -0.577
C: -3.183 1.641 -0.888
S: -4.946 1.816 -1.019
C: -5.293 0.599 0.181
C: -6.101 1.025 1.513
C: -6.186 0.062 2.528
C: -5.673 -1.084 2.574
C: -4.796 -1.367 1.344
C: -4.771 -0.623 0.401
H: -4.472 -2.446 1.354
H: -5.871 -1.574 3.511
H: -6.816 0.677 3.371
H: -6.514 2.100 1.538
H: -3.264 4.091 -0.659
H: -0.733 4.102 0.002
C: 0.999 1.960 -0.057
O: 1.462 3.076 0.746
N: 1.705 1.339 -0.724
H: 1.401 0.725 -1.448
C: 3.229 1.454 -0.737
H: 3.438 2.139 -0.139
H: 3.732 1.547 -1.634
C: 3.666 -0.128 -0.138
N: 5.097 -0.201 -0.198
C: 5.608 -1.312 -0.026
C: 7.105 -1.577 -0.452
H: 7.441 -2.582 0.130
O: 7.749 -0.735 0.662
C: 7.221 0.686 0.642
C: 5.911 0.606 0.937
H: 5.397 1.798 0.894
H: 5.494 0.321 1.836
H: 7.841 0.974 1.331
H: 7.475 1.015 -0.523
H: 7.463 -1.317 -1.317
H: 5.148 -2.234 -0.776
H: 5.458 -2.065 0.975
H: 3.274 -0.710 -0.821
H: 3.188 -0.043 0.968
H: -0.430 -0.079 -0.734
H: -5.392 -1.848 -2.265
H: -3.571 -2.356 -2.633

Results of the Löwdin charge analysis, in e, for atoms 1 through 4: -0.12, -0.02, 0.10, 0.12

# 3
ORCA calculation (ωB97M-V/def2-TZVPD) on an isolated molecule of C22H25N3O3.

Properties
HOMO in eV: -8.01
Total charge: 0
SMILES string: CCOC(=O)CN(C)Cc1cn(C)nc1-c1ccc(Oc2ccccc2)cc1
Kohn-Sham gap in eV: 8.77
E in eV: -33832.17364
Lowest unoccupied orbital energy in eV: 0.76
Energy relative to the best compared isomer or geometry (same formula, charge and spin) in kcal per mole: 77.5

Element x y z (Å)
C: 3.437 0.967 2.319
C: 2.992 -0.445 2.667
H: 2.155 -0.431 3.368
H: 3.830 -1.002 3.102
O: 2.493 -1.187 1.549
C: 3.364 -1.600 0.630
O: 4.535 -1.309 0.628
C: 2.747 -2.593 -0.361
N: 1.508 -2.273 -1.024
C: 0.357 -2.138 -0.159
H: 0.366 -1.235 0.462
H: 0.312 -3.008 0.496
H: -0.538 -2.123 -0.780
C: 1.624 -1.242 -2.045
C: 2.084 0.097 -1.556
C: 3.387 0.550 -1.593
N: 3.420 1.745 -0.979
N: 2.221 2.099 -0.534
C: 1.383 1.123 -0.874
C: -0.029 1.208 -0.514
C: -1.034 0.790 -1.382
C: -2.362 0.847 -1.010
C: -2.711 1.328 0.248
C: -1.719 1.795 1.104
C: -0.396 1.738 0.722
H: 0.374 2.100 1.387
H: -2.006 2.196 2.064
O: -4.014 1.448 0.661
C: -4.932 0.491 0.321
C: -4.606 -0.852 0.164
C: -5.602 -1.769 -0.119
C: -6.920 -1.364 -0.239
C: -7.244 -0.028 -0.066
C: -6.258 0.899 0.213
H: -6.494 1.942 0.353
H: -8.271 0.295 -0.151
H: -7.691 -2.085 -0.461
H: -5.343 -2.811 -0.240
H: -3.581 -1.174 0.273
H: -3.134 0.528 -1.696
H: -0.781 0.440 -2.371
C: 4.553 2.606 -0.802
H: 4.286 3.368 -0.074
H: 4.821 3.090 -1.745
H: 5.407 2.032 -0.443
H: 4.270 0.099 -2.000
H: 2.347 -1.604 -2.784
H: 0.650 -1.170 -2.531
H: 3.507 -2.787 -1.124
H: 2.590 -3.517 0.209
H: 3.656 1.507 3.236
H: 4.334 0.931 1.708
H: 2.656 1.491 1.773

Results of the Löwdin charge analysis, in e, for atoms 1 through 4: -0.06, -0.19, 0.12, 0.13